DFT (ωB97M-V with the def2-TZVPD basis set) results for C4H7NO in the gas phase.

Energy above the lowest of the compared OMol25 structures with the same formula, charge and spin, kJ/mol: 559.9
Orbital gap, eV: 8.54
Electronic energy, eV: -7793.842
LUMO energy, eV: -0.27

Geometry as ORCA input:
```
! RIJCOSX wB97M-V def2-TZVPD def2/J DEFGRID3
* xyz 0 1
C 0.5500 -0.4547 -1.3983
N -0.3115 -1.5046 -0.9638
C -0.8103 -0.1078 -0.8321
C -0.9202 0.5684 0.4286
C 0.0886 0.3097 1.4978
O 0.6213 1.6223 1.3034
H 1.4300 -0.1840 -0.8184
H 0.6473 -0.3432 -2.4750
H -0.0223 -1.8506 -0.0506
H -1.5776 0.1423 -1.5565
H -0.2366 2.0535 1.0239
H -0.3530 0.1759 2.4902
H 0.8943 -0.4272 1.3506
*
```

DFT (ωB97M-V with the def2-TZVPD basis set) results for 2 unconnected molecules or ions with the total composition C4H11NO at a distorted geometry.

Energy above the lowest of the compared OMol25 structures with the same formula, charge and spin, kJ/mol: 123.4
Expectation value of S²: 0.7503
Orbital gap (spin up / spin down), eV: 2.82 / 8.03
Electronic energy, eV: -7861.235
LUMO energy (spin up / spin down), eV: 3.98 / 3.92

Geometry as ORCA input:
```
! RIJCOSX wB97M-V def2-TZVPD def2/J DEFGRID3
* xyz -1 2
C 0.1961 -1.3934 1.9796
C 0.0623 -0.0792 1.1985
C 0.4328 0.0370 -0.0863
N 0.1578 1.1017 -0.9395
C -0.3281 2.3235 -0.3846
H -0.4117 -2.1378 1.4842
H 1.2263 -1.7556 1.9552
H -0.1955 -1.1851 2.9636
H -0.2972 0.8333 1.6671
H 0.5422 -0.8178 -0.7651
H 0.4039 1.0756 -1.9125
H -1.2445 2.1682 0.2005
H 0.3089 2.8471 0.3543
H -0.8126 2.9214 -1.1591
H 0.3766 -2.3273 -1.5366
H -0.6645 -1.6535 -2.5874
O 0.2473 -1.9581 -2.4317
*
```

DFT (ωB97M-V with the def2-TZVPD basis set) results for C4H6N2 in the gas phase at a distorted geometry.

Energy above the lowest of the compared OMol25 structures with the same formula, charge and spin, kJ/mol: 226.5
SMILES: C[C@H]1N[C@H]1C#N
Orbital gap, eV: 10.26
Electronic energy, eV: -7223.243
LUMO energy, eV: 0.51

Geometry as ORCA input:
```
! RIJCOSX wB97M-V def2-TZVPD def2/J DEFGRID3
* xyz 0 1
C 0.7057 -1.0343 0.6942
C -0.1797 0.1839 0.7333
N 0.2466 1.4872 0.2142
C -0.8407 0.8146 -0.4600
C -0.6030 0.3629 -1.8290
N -0.6369 -0.6540 -2.3717
H 1.2183 -1.1215 -0.2670
H 1.4603 -0.9858 1.4884
H 0.1161 -1.9448 0.8448
H -0.7356 0.3048 1.6724
H 1.0928 1.3718 -0.3484
H -1.8438 1.2152 -0.3714
*
```

DFT (ωB97M-V with the def2-TZVPD basis set) results for 2 unconnected molecules or ions with the total composition C6H7O3 at a distorted geometry.

Energy above the lowest of the compared OMol25 structures with the same formula, charge and spin, kJ/mol: 35.3
Expectation value of S²: 3.7710
Orbital gap (spin up / spin down), eV: 5.61 / 6.85
Electronic energy, eV: -12468.783
LUMO energy (spin up / spin down), eV: 0.38 / -2.63

Geometry as ORCA input:
```
! RIJCOSX wB97M-V def2-TZVPD def2/J DEFGRID3
* xyz 0 4
O 1.7758 -4.4899 0.2853
O 1.4568 -5.0312 -0.8892
H 1.7429 -3.5079 0.3577
C -1.3049 0.3957 -0.3310
C -0.3132 0.8157 -1.2048
C 0.5023 1.8835 -0.8387
C 0.3868 2.3816 0.4613
C -0.3408 1.7057 1.4596
C -1.1488 0.6252 1.0638
O -2.0438 -0.6855 -0.7537
H -0.1679 0.1433 -2.0414
H 1.3273 2.1476 -1.4966
H 1.0597 3.2171 0.7185
H -0.0714 1.9073 2.4920
H -1.4597 -0.1548 1.7886
H -1.4011 -1.3536 -1.0715
*
```

DFT (ωB97M-V with the def2-TZVPD basis set) results for C3H4FNS2 in the gas phase at a distorted geometry.

Energy above the lowest of the compared OMol25 structures with the same formula, charge and spin, kJ/mol: 231.7
SMILES: FC[C@H]1SC=NS1
Orbital gap, eV: 9.14
Electronic energy, eV: -29050.641
LUMO energy, eV: 0.24

Geometry as ORCA input:
```
! RIJCOSX wB97M-V def2-TZVPD def2/J DEFGRID3
* xyz 0 1
C -0.9711 0.9950 -0.0160
C 0.0528 0.2909 -0.9356
C 1.1600 -1.0259 0.9640
H -1.8002 1.1620 -0.9409
H -0.6304 1.9926 0.7149
H 0.1350 0.7677 -2.0031
H 1.7438 -1.1319 1.7701
N 0.3122 -1.8165 0.5885
F -1.5158 -0.0386 0.9650
S 1.8880 0.2463 -0.1754
S -0.3744 -1.4417 -0.9315
*
```

DFT (ωB97M-V with the def2-TZVPD basis set) results for 2 unconnected molecules or ions with the total composition HN2P at a distorted geometry.

Energy above the lowest of the compared OMol25 structures with the same formula, charge and spin, kJ/mol: 29.8
Orbital gap (spin up / spin down), eV: 7.43 / 7.43
Electronic energy, eV: -12282.955
LUMO energy (spin up / spin down), eV: -1.44 / -1.42

Geometry as ORCA input:
```
! RIJCOSX wB97M-V def2-TZVPD def2/J DEFGRID3
* xyz 0 1
N 4.1811 0.7834 -0.4427
N 3.5552 0.2785 0.3063
P 0.2950 -1.5816 0.1299
H 0.0515 -0.2713 0.1585
*
```

DFT (ωB97M-V with the def2-TZVPD basis set) results for 3 unconnected molecules or ions with the total composition C4H14O2S2 at a distorted geometry.

Energy above the lowest of the compared OMol25 structures with the same formula, charge and spin, kJ/mol: 82.7
SMILES: CCSSCC.O.O
Orbital gap, eV: 9.39
Electronic energy, eV: -30139.839
LUMO energy, eV: 0.65

Geometry as ORCA input:
```
! RIJCOSX wB97M-V def2-TZVPD def2/J DEFGRID3
* xyz 0 1
C 1.2570 -1.9960 0.2193
C -0.0933 -1.6251 0.9075
S -1.3409 -1.3679 -0.4174
S -0.8546 0.3782 -1.3308
C -1.7756 1.7518 -0.5563
C -1.2925 2.0749 0.8504
H 1.6719 -2.9440 0.5383
H 2.0438 -1.3331 0.5460
H 1.3026 -1.8677 -0.8580
H 0.0741 -0.7405 1.5426
H -0.5289 -2.4165 1.5140
H -1.8397 2.5466 -1.2786
H -2.8361 1.4072 -0.3856
H -1.7539 1.4652 1.6480
H -1.6786 3.0779 1.0806
H -0.2192 2.0782 1.0438
H 1.5251 -0.3718 1.8264
H 2.0088 0.8986 2.5597
O 2.3204 0.1514 2.0414
H 3.3777 0.6875 -0.1538
H 2.9201 2.0098 -0.9771
O 2.7064 1.1369 -0.6598
*
```

DFT (ωB97M-V with the def2-TZVPD basis set) results for a molecular structure, C17H32As4O6SW.

Energy above the lowest of the compared OMol25 structures with the same formula, charge and spin, kJ/mol: 0.0
Orbital gap, eV: 7.71
Electronic energy, eV: -286408.820
LUMO energy, eV: -12.86

Geometry as ORCA input:
```
! RIJCOSX wB97M-V def2-TZVPD def2/J DEFGRID3
* xyz 4 1
W -1.4351 -0.6286 0.8011
C 5.7749 -0.2973 0.0938
As 3.8678 -0.0602 0.1181
C 2.9429 -1.7439 0.2840
C 3.2614 1.0717 -1.3419
C 2.1118 2.0963 -1.0520
C 2.5452 3.3910 -1.7845
C 0.7725 1.6629 -1.7438
As -0.9841 1.3190 -0.9318
C -1.5464 2.9516 -0.0635
C -2.0928 1.1445 -2.4951
C 1.9482 2.4639 0.4662
As 3.1814 1.6016 1.7024
C 4.6848 2.7460 2.0564
C 2.4088 0.9632 3.3368
H 6.1245 -0.5374 1.0972
H 6.2507 0.6110 -0.2719
H 5.9940 -1.1287 -0.5774
H 3.5040 -2.4707 -0.3049
H 1.9352 -1.6421 -0.1115
H 2.9137 -2.0673 1.3228
H 3.0504 0.4506 -2.2131
H 4.1643 1.6343 -1.5936
H 2.6695 3.2087 -2.8527
H 3.4946 3.7645 -1.3945
H 1.7987 4.1759 -1.6563
H 0.9341 0.8319 -2.4325
H 0.4513 2.4942 -2.3767
H -1.2968 3.8007 -0.6993
H -1.0893 3.0586 0.9173
H -2.6273 2.8986 0.0625
H -1.9535 2.0191 -3.1301
H -3.1335 1.0934 -2.1791
H -1.8277 0.2409 -3.0398
H 0.9482 2.2668 0.8497
H 2.1377 3.5299 0.6082
H 5.1459 3.0703 1.1247
H 5.4057 2.2156 2.6777
H 4.3111 3.6156 2.5998
H 1.5339 0.3542 3.1217
H 2.1347 1.8426 3.9214
H 3.1656 0.3935 3.8753
O -6.1316 -2.5557 3.0198
As -4.5450 -2.9070 2.4990
O 0.1270 -0.3586 1.4443
O -2.5939 0.2445 1.6688
C -4.9677 -3.1970 0.6674
C -6.3029 -3.5040 0.3679
C -6.6687 -4.0420 -0.8654
C -5.7044 -4.3203 -1.8126
C -4.3597 -4.0156 -1.5589
C -4.0043 -3.4446 -0.3555
S -2.2982 -3.0367 -0.2740
O -1.4976 -4.0700 -0.7909
O -2.0425 -1.6639 -0.9193
O -1.9886 -2.5794 1.1692
H -6.2383 -2.3346 3.9631
H -7.0692 -3.3520 1.1148
H -7.7091 -4.2665 -1.0604
H -5.9755 -4.7750 -2.7566
H -3.6106 -4.2279 -2.3119
*
```

DFT (ωB97M-V with the def2-TZVPD basis set) results for a molecular structure, C2H7KO3 at a distorted geometry.

Expectation value of S²: 0.7543
Orbital gap (spin up / spin down), eV: 10.08 / 8.04
Electronic energy, eV: -24647.786
LUMO energy (spin up / spin down), eV: -3.71 / -5.72

Geometry as ORCA input:
```
! RIJCOSX wB97M-V def2-TZVPD def2/J DEFGRID3
* xyz 1 2
O -0.1305 0.6950 1.0287
C -0.3658 -0.2586 1.9558
C 0.6637 -1.3734 2.0141
O 0.2262 -2.2982 2.9785
H -1.2666 0.6307 -1.6011
H -1.3891 -0.6520 1.7405
H -0.5241 0.2257 2.9482
H 1.6418 -0.9457 2.2937
H 0.7490 -1.8375 1.0159
H 0.7822 -3.0811 2.9509
K 1.5756 1.6828 -0.9848
O -0.5327 0.9873 -2.2382
H -0.5531 0.4595 -3.0444
*
```

DFT (ωB97M-V with the def2-TZVPD basis set) results for 2 unconnected molecules or ions with the total composition C5H10S2 at a distorted geometry.

Energy above the lowest of the compared OMol25 structures with the same formula, charge and spin, kJ/mol: 176.6
SMILES: C=CCC.S=CS
Orbital gap, eV: 8.73
Electronic energy, eV: -27015.356
LUMO energy, eV: -0.28

Geometry as ORCA input:
```
! RIJCOSX wB97M-V def2-TZVPD def2/J DEFGRID3
* xyz 0 1
C -0.8973 1.7172 -0.5238
C -0.7700 0.4271 -0.8153
C 3.1193 -0.2744 -0.3199
C -1.7299 -0.9331 0.9598
C -1.7041 -0.6418 -0.5648
S 3.5450 -1.7060 0.0954
S 2.9117 1.1362 0.7638
H -0.0179 2.3537 -0.6070
H -1.8543 2.2290 -0.2185
H 0.1720 0.1945 -1.3553
H 2.8429 0.0585 -1.2410
H -2.4144 -1.6683 1.1893
H -1.7375 -0.0252 1.5204
H -0.7857 -1.3863 1.2161
H -2.7425 -0.5321 -0.8989
H -1.4256 -1.5556 -0.9735
H 3.4882 0.6067 1.7730
*
```

DFT (ωB97M-V with the def2-TZVPD basis set) results for 3 unconnected molecules or ions with the total composition C3H14N2O2 at a distorted geometry.

Energy above the lowest of the compared OMol25 structures with the same formula, charge and spin, kJ/mol: 94.2
SMILES: CCNCN.O.O
Orbital gap, eV: 9.72
Electronic energy, eV: -10412.814
LUMO energy, eV: 0.72

Geometry as ORCA input:
```
! RIJCOSX wB97M-V def2-TZVPD def2/J DEFGRID3
* xyz 0 1
C -1.1682 -1.0278 1.8567
C -0.7882 0.1142 0.9056
N 0.1695 -0.3919 -0.0461
C 0.7150 0.4609 -1.0876
N 2.0754 0.0814 -1.4836
H -0.2922 -1.6108 2.1468
H -1.4865 -0.6992 2.8555
H -1.9817 -1.6274 1.4581
H -0.4537 0.9600 1.5231
H -1.7130 0.4368 0.4200
H 0.8289 -1.0134 0.3791
H 0.0415 0.3936 -1.9453
H 0.7245 1.5060 -0.7518
H 2.0194 -0.9173 -1.6690
H 2.5954 0.1448 -0.6159
H -0.0865 4.0421 0.5733
H -0.2812 3.9232 -0.9870
O -0.7351 4.1583 -0.1487
H -0.2020 -3.5249 -1.6589
H -0.2057 -2.2660 -0.8165
O 0.2245 -3.1428 -0.9078
*
```

DFT (ωB97M-V with the def2-TZVPD basis set) results for a molecular structure, C28H28ClN7SW at a distorted geometry.

Energy above the lowest of the compared OMol25 structures with the same formula, charge and spin, kJ/mol: 442.2
Expectation value of S²: 2.0272
Orbital gap (spin up / spin down), eV: 5.58 / 5.02
Electronic energy, eV: -65086.356
LUMO energy (spin up / spin down), eV: -7.08 / -7.65

Geometry as ORCA input:
```
! RIJCOSX wB97M-V def2-TZVPD def2/J DEFGRID3
* xyz 2 3
W 0.5753 -0.8107 0.4364
C -4.2635 3.1897 2.8902
C -3.3944 2.6995 1.7436
N -2.7889 1.4089 2.0844
C -1.6126 0.9891 1.6490
S -1.0142 -0.5781 2.2664
N -0.8422 1.7334 0.8988
N 0.2452 1.1760 0.3743
C 1.4615 1.2141 0.9778
C 1.6784 1.9294 2.2754
C 2.5826 0.9376 0.0467
C 3.8273 1.5298 -0.0116
C 4.7084 1.0976 -0.9949
C 4.3234 0.0897 -1.8701
C 3.0834 -0.4997 -1.7126
N 2.2394 -0.0906 -0.7642
H -4.6217 4.1955 2.6800
H -3.6984 3.2204 3.8220
H -5.1332 2.5446 3.0227
H -2.5900 3.4000 1.5234
H -3.9930 2.5804 0.8379
H -3.2805 0.8271 2.7437
H 0.7511 1.9807 2.8385
H 2.0163 2.9518 2.0909
H 2.4349 1.4274 2.8784
H 4.0998 2.3163 0.6785
H 5.6872 1.5501 -1.0783
H 4.9839 -0.2478 -2.6557
H 2.7578 -1.3187 -2.3405
C -1.8607 -0.9171 -3.1882
C -1.0830 -0.3619 -2.1882
N -1.1088 -0.8400 -0.9361
C -1.9475 -1.8581 -0.6618
C -2.6716 -2.5456 -1.6187
C -2.6340 -2.0385 -2.9193
C -3.4804 -3.7049 -1.1962
C -3.0636 -4.8017 -0.5566
C -1.7037 -5.3456 -0.3280
C -1.5812 -6.3665 0.6878
C -0.3315 -6.7969 1.0381
N 0.6879 -6.5137 0.2234
C 0.4962 -5.6874 -0.9791
N -0.7006 -4.9138 -1.0325
H -1.8358 -0.4908 -4.1811
H -0.4184 0.4709 -2.3783
H -2.0512 -2.1551 0.3721
H -3.1943 -2.5227 -3.7090
H -4.5430 -3.6163 -1.3991
H -3.8359 -5.4901 -0.2299
H -2.4460 -6.6722 1.2552
H -0.1359 -7.3581 1.9442
H 0.5524 -6.3130 -1.8828
Cl 2.2346 -1.9653 1.9496
C 2.3682 -3.5545 1.2400
C 2.9155 -4.6264 2.0359
C 2.7455 -5.8886 1.6345
C 2.1344 -6.2129 0.3061
C 1.8939 -5.0382 -0.6812
C 1.7797 -3.7162 0.0315
C 0.8814 -2.7157 -0.4614
H 3.3967 -4.3938 2.9773
H 3.0847 -6.7099 2.2530
H 2.6958 -7.0231 -0.1646
H 2.5730 -4.9751 -1.5322
H 0.1020 -2.5223 0.4069
H 0.3796 -2.9951 -1.3783
*
```